Entry 1:
Formula: C30H90O15S15
Source: the Open Molecules 2025 dataset
Level of theory: the ωB97M-V functional and the def2-TZVPD basis

Each line ends with the Mulliken charge.
Geometry (Å):
C1 -1.8699 2.7190 -1.9361  0.609
S1 -1.9884 4.1150 -3.0612  0.448
O1 -3.4126 4.1134 -3.5274  -0.678
C2 -1.7626 5.3728 -1.7911  -0.793
H1 -0.8355 2.4352 -1.7260  -0.237
H2 -2.3492 1.8525 -2.3853  -0.029
H3 -2.3006 2.9889 -0.9708  -0.209
H4 -0.8032 5.3110 -1.2723  0.025
H5 -2.5327 5.4296 -1.0136  0.319
H6 -1.8386 6.4036 -2.1517  0.469
C3 3.0372 4.2204 4.4853  -0.574
S2 3.5513 5.1919 3.0180  0.474
O2 4.8923 5.7545 3.3611  -0.668
C4 3.8090 3.7208 1.9668  -0.932
H7 2.2781 3.4631 4.2820  -0.270
H8 2.5980 4.9433 5.1711  0.446
H9 3.8773 3.6750 4.9126  0.465
H10 4.2799 4.0667 1.0445  0.504
H11 2.8450 3.2856 1.7035  0.101
H12 4.5258 3.0800 2.4763  0.427
C5 5.7425 -0.7307 -0.4942  -1.395
S3 4.1628 -1.1684 0.3058  1.012
O3 4.2711 -2.6508 0.5300  -0.724
C6 4.4078 -0.3525 1.9373  -0.888
H13 6.6119 -1.1121 0.0444  0.417
H14 5.8999 0.3533 -0.5142  0.379
H15 5.8523 -1.0580 -1.5275  0.389
H16 5.2697 -0.7291 2.4905  0.528
H17 3.4986 -0.4210 2.5326  0.078
H18 4.6729 0.6998 1.7978  0.183
C7 2.3136 6.2720 -0.5052  -0.945
S4 2.4243 4.6553 -1.2980  0.609
O4 1.3061 3.7979 -0.7259  -0.496
C8 1.9742 5.0262 -3.0053  -0.601
H19 3.0381 6.8359 -1.0932  0.455
H20 2.3200 6.1670 0.5748  0.154
H21 1.3405 6.7264 -0.7220  0.281
H22 2.4925 5.8897 -3.4260  0.475
H23 0.8977 5.1603 -3.1075  0.028
H24 2.2768 4.1684 -3.6057  0.183
C9 -5.5733 3.5376 1.2046  -0.492
S5 -5.7924 1.7647 1.5050  0.592
O5 -7.0009 1.3418 0.7452  -0.706
C10 -4.3464 1.3737 0.4680  -0.126
H25 -4.5808 3.8700 1.5048  -0.051
H26 -6.3098 4.0674 1.8129  0.428
H27 -5.8481 3.7255 0.1675  0.354
H28 -4.3657 0.3534 0.0931  -0.272
H29 -3.4135 1.5319 1.0124  0.083
H30 -4.3397 1.9762 -0.4413  0.364
C11 -4.2314 -4.1214 -3.3792  -1.267
S6 -2.5223 -4.2517 -2.7055  0.435
O6 -1.6412 -3.4134 -3.6059  -0.412
C12 -2.8013 -3.2583 -1.1800  -0.543
H31 -4.7257 -3.3102 -2.8487  0.276
H32 -4.7231 -5.0799 -3.2390  0.507
H33 -4.0333 -3.9009 -4.4248  0.422
H34 -3.0875 -2.2724 -1.5531  0.008
H35 -1.8619 -3.1606 -0.6424  0.107
H36 -3.6182 -3.7969 -0.7059  0.713
C13 2.9825 0.9851 -2.6818  -0.635
S7 1.5164 0.6143 -3.6691  0.954
O7 1.1706 1.9833 -4.1708  -0.680
C14 2.4684 -0.3810 -4.9160  -1.149
H37 3.5562 1.7662 -3.1758  0.583
H38 3.5795 0.0703 -2.6262  0.312
H39 2.7368 1.2565 -1.6585  -0.545
H40 1.9636 -0.1241 -5.8482  0.492
H41 2.4037 -1.4288 -4.6527  0.084
H42 3.4994 -0.0427 -4.9912  0.408
C15 -0.2722 4.4968 2.4863  -0.152
S8 -1.6676 5.4476 1.8626  0.558
O8 -2.7846 4.4383 1.6594  -0.792
C16 -2.2058 6.3934 3.3038  -1.171
H43 0.4191 5.1840 2.9840  0.468
H44 0.2893 4.0374 1.6716  -0.205
H45 -0.5986 3.7260 3.1847  -0.091
H46 -1.3755 7.0106 3.6541  0.383
H47 -2.4654 5.6334 4.0392  0.303
H48 -3.0139 7.0684 3.0418  0.378
C17 1.2581 -3.9551 -4.2935  -0.502
S9 2.8788 -4.5211 -3.6503  0.787
O9 3.9230 -3.4779 -3.9387  -0.698
C18 3.1212 -5.9441 -4.7819  -1.186
H49 0.8577 -3.4001 -3.4506  -0.424
H50 0.6362 -4.7974 -4.5895  0.572
H51 1.4273 -3.3651 -5.1931  0.428
H52 2.3223 -6.6811 -4.6832  0.348
H53 4.0886 -6.4224 -4.6600  0.370
H54 3.0168 -5.6032 -5.8159  0.370
C19 0.8670 -1.6358 -0.8820  0.535
S10 -0.0199 -0.1014 -0.5066  0.762
O10 -1.1402 -0.4317 0.4449  -0.199
C20 1.1256 0.8256 0.5969  1.839
H55 0.1542 -2.1979 -1.4916  -0.770
H56 1.1078 -2.2706 -0.0308  -0.161
H57 1.7670 -1.5192 -1.4860  0.101
H58 2.1256 0.9382 0.1865  -0.473
H59 1.2118 0.2783 1.5393  -0.930
H60 0.6839 1.7934 0.8243  -0.567
C21 1.7490 -2.8499 2.9605  -0.493
S11 0.5218 -4.0173 2.2967  0.547
O11 0.9915 -5.3747 2.7444  -0.654
C22 -0.8487 -3.4758 3.3688  -0.728
H61 2.7372 -3.0930 2.5696  0.377
H62 1.8713 -2.7370 4.0403  0.558
H63 1.4315 -1.8382 2.6880  -0.431
H64 -1.0410 -2.4566 3.0290  -0.047
H65 -0.7558 -3.5816 4.4447  0.452
H66 -1.6800 -4.0904 3.0267  0.414
C23 0.2105 1.8349 5.8749  -1.234
S12 0.3314 1.2848 4.1424  0.943
O12 1.2825 0.1123 4.1211  -0.722
C24 -1.3626 0.6499 3.9097  -1.255
H67 -0.6757 2.4787 5.9010  0.361
H68 1.0777 2.4580 6.0712  0.332
H69 -0.0047 1.0411 6.5857  0.408
H70 -1.8688 0.2135 4.7751  0.675
H71 -1.3985 -0.0508 3.0773  -0.167
H72 -2.0051 1.5172 3.7223  0.502
C25 -4.0911 -1.8669 1.7257  -0.172
S13 -4.7868 -2.4496 3.3292  0.358
O13 -3.7178 -3.2150 4.0484  -0.583
C26 -4.9607 -0.8554 4.1388  -0.531
H73 -3.2873 -1.1492 1.9001  -0.149
H74 -4.8659 -1.3604 1.1531  0.536
H75 -3.6960 -2.7303 1.2028  -0.046
H76 -4.0895 -0.2017 4.0646  -0.118
H77 -5.0779 -1.0900 5.1987  0.394
H78 -5.8402 -0.2781 3.8561  0.361
C27 2.7360 -8.3184 0.3868  -0.963
S14 3.4840 -6.8012 1.1261  0.551
O14 4.9612 -6.6953 0.7628  -0.678
C28 2.6338 -5.6479 0.0348  -0.349
H79 1.6869 -8.3723 0.6998  0.334
H80 3.1531 -9.2549 0.7521  0.356
H81 2.6530 -8.3374 -0.7017  0.261
H82 2.9193 -5.8409 -1.0005  0.269
H83 2.9050 -4.5936 0.1355  -0.099
H84 1.5542 -5.6465 0.1861  0.332
C29 -3.9524 -2.2165 -5.1133  -1.045
S15 -3.7198 -0.8161 -3.9266  0.407
O15 -4.3029 -1.2452 -2.6124  -0.614
C30 -1.9017 -0.9593 -3.7523  0.947
H85 -4.1108 -1.8132 -6.1105  0.463
H86 -4.8377 -2.7489 -4.7696  0.482
H87 -3.1116 -2.9098 -5.0763  0.129
H88 -1.3747 -0.0747 -3.3857  -0.407
H89 -1.4868 -1.0941 -4.7533  0.477
H90 -1.6106 -1.7368 -3.0459  -0.883

Properties
Energy relative to the best compared isomer or geometry (same formula, charge and spin)   2.972 eV
Spin multiplicity   1
Gap between HOMO and LUMO   0.282 Eh
Charge   0

---

Entry 2:
Formula: C30H35N5O4S
Source: the Open Molecules 2025 dataset
Level of theory: the ωB97M-V functional and the def2-TZVPD basis

Each line ends with the Mulliken charge.
Geometry (Å):
C1 -1.2093 -1.2289 -5.1178  -1.351
C2 -0.8457 -2.5571 -4.4579  -0.970
C3 0.6138 -2.7154 -4.0136  2.191
C4 0.7068 -3.9283 -3.0629  -1.794
C5 1.2873 -1.4633 -3.4303  -0.579
O1 2.4468 -1.1599 -4.2469  -0.327
S1 2.3735 -1.8976 -5.6425  1.103
O2 3.6706 -2.3702 -5.9809  -0.597
O3 1.6750 -1.1093 -6.6050  -0.582
O4 1.4504 -3.0877 -5.1645  -0.418
H1 -0.5510 -0.9719 -5.9431  0.266
H2 -1.2539 -0.3985 -4.4156  0.403
H3 -2.2210 -1.3159 -5.5198  0.439
H4 -1.0250 -3.3685 -5.1633  0.378
H5 -1.4657 -2.6937 -3.5728  0.431
H6 1.0053 -3.6435 -2.0569  0.258
H7 1.4134 -4.6583 -3.4530  0.330
H8 -0.2493 -4.4305 -2.9564  0.407
H9 0.6808 -0.5624 -3.4278  0.134
H10 1.6400 -1.6635 -2.4253  0.277
N1 1.7391 0.0916 -0.4044  -0.335
C6 2.9989 0.0369 0.0253  -0.104
C7 3.6270 1.0753 0.6959  -0.653
C8 2.9077 2.2354 0.9341  -0.008
C9 1.5955 2.3073 0.4972  -0.747
C10 1.0618 1.2143 -0.1673  -0.113
H11 3.5289 -0.8865 -0.1832  0.390
H12 4.6531 0.9741 1.0216  0.394
H13 3.3604 3.0680 1.4571  0.386
H14 0.9942 3.1885 0.6697  0.380
H15 0.0370 1.2319 -0.5219  0.431
N2 -2.4872 1.8654 -5.4563  -0.395
C11 -1.7405 2.7668 -6.0901  -0.138
C12 -2.1659 3.4674 -7.2087  -0.466
C13 -3.4368 3.2167 -7.6987  -0.121
C14 -4.2261 2.2797 -7.0517  -0.497
C15 -3.7057 1.6357 -5.9397  -0.164
H16 -0.7504 2.9309 -5.6790  0.359
H17 -1.5146 4.1889 -7.6823  0.350
H18 -3.8057 3.7414 -8.5706  0.365
H19 -5.2237 2.0503 -7.4003  0.345
H20 -4.2921 0.8957 -5.4052  0.367
N3 -0.4888 2.3043 3.2946  -0.368
C16 -1.1999 2.6663 4.3612  -0.349
C17 -1.1016 2.0472 5.5983  -0.493
C18 -0.2166 0.9896 5.7359  -0.256
C19 0.5301 0.5995 4.6362  -0.656
C20 0.3583 1.2884 3.4441  0.280
H21 -1.8824 3.4966 4.2125  0.398
H22 -1.7011 2.3878 6.4324  0.507
H23 -0.1111 0.4804 6.6854  0.412
H24 1.2329 -0.2202 4.6968  0.383
H25 0.9201 1.0112 2.5637  0.135
N4 -0.4736 -5.4713 -0.5392  -0.216
C21 -1.2450 -5.1749 0.5050  -0.193
C22 -1.3747 -5.9879 1.6207  -0.606
C23 -0.6658 -7.1777 1.6539  -0.137
C24 0.1406 -7.5021 0.5752  -0.691
C25 0.2016 -6.6175 -0.4906  -0.008
H26 -1.7845 -4.2360 0.4403  0.387
H27 -2.0153 -5.6938 2.4407  0.363
H28 -0.7404 -7.8409 2.5060  0.366
H29 0.7113 -8.4204 0.5578  0.361
H30 0.8237 -6.8336 -1.3533  0.348
N5 -0.8343 4.4876 8.4755  -0.475
C26 0.0844 4.6983 7.5356  -0.023
C27 1.3573 5.1821 7.7969  -0.525
C28 1.6945 5.4683 9.1095  -0.207
C29 0.7492 5.2571 10.1005  -0.350
C30 -0.4941 4.7657 9.7323  -0.202
H31 -0.2218 4.4656 6.5228  0.361
H32 2.0629 5.3289 6.9908  0.349
H33 2.6772 5.8490 9.3567  0.373
H34 0.9688 5.4673 11.1381  0.348
H35 -1.2598 4.5843 10.4786  0.362

Properties
Spin multiplicity   1
Gap between HOMO and LUMO   0.376 Eh
Charge   0

---

Entry 3:
Formula: C5H8N
Source: the Open Molecules 2025 dataset
Level of theory: the ωB97M-V functional and the def2-TZVPD basis

Each line ends with the Mulliken charge.
Geometry (Å):
C1 0.0405 -1.5005 0.1940  -0.394
C2 -0.9681 -0.6970 0.4183  0.425
C3 1.3443 -0.6106 0.1007  -0.431
C4 -2.0917 0.0065 -0.2440  -0.660
C5 -0.5804 0.7561 0.4955  -0.483
N1 0.8478 0.7992 -0.1235  -0.157
H1 0.2694 -2.5619 -0.1308  0.328
H2 1.9808 -0.6647 0.9354  0.313
H3 1.8018 -1.1295 -0.7830  0.312
H4 -2.1812 0.0752 -1.2647  0.293
H5 -2.8802 0.4111 0.2815  0.330
H6 -1.0572 1.5478 1.1800  0.358
H7 1.3000 1.5339 0.4785  0.375
H8 0.7898 1.0484 -1.1650  0.390

Properties
Energy relative to the best compared isomer or geometry (same formula, charge and spin)   4.763 eV
Spin multiplicity   1
Gap between HOMO and LUMO   0.358 Eh
Charge   +1

---

Which value of spin multiplicity does entry 3 give?
1